No. 1
{
  "formula": "C3H2N2O",
  "method": "ωB97M-V with the def2-TZVPD basis set",
  "max_force_ev_per_a": 6.85,
  "gap_ev": [7.700, 8.873],
  "e_homo_ev": [-8.86, -9.80],
  "total_energy_ha": -300.0472,
  "symbols": ["C", "C", "C", "N", "N", "O", "H", "H"],
  "coordinates": [[0.620, -1.356, 3.316], [-0.050, -1.490, 1.104], [-0.162, -0.238, -0.604], [0.855, -1.015, 4.388], [0.153, -1.919, 2.287], [-0.261, -1.756, -0.108], [-1.059, 0.433, -0.309], [0.899, 0.242, -0.494]],
  "mulliken_charge": [0.4543, 0.4251, -0.4870, -0.4123, -0.3203, -0.2426, 0.2941, 0.2885]
}

=====

No. 2
{
  "formula": "C3H2N2O",
  "method": "ωB97M-V with the def2-TZVPD basis set",
  "max_force_ev_per_a": 4.98,
  "gap_ev": 8.060,
  "e_homo_ev": -8.34,
  "total_energy_ha": -300.0426,
  "symbols": ["C", "C", "C", "N", "N", "O", "H", "H"],
  "coordinates": [[4.786, -0.113, 0.045], [2.351, 0.316, 0.042], [-0.521, 0.689, 0.180], [5.876, -0.426, -0.102], [3.558, 0.434, 0.202], [1.214, 0.459, -0.253], [-0.857, 1.157, -0.698], [-0.900, -0.230, 0.189]],
  "mulliken_charge": [0.3726, 0.6783, -0.5289, -0.3179, -0.3013, -0.2764, 0.1752, 0.1984]
}

=====

No. 3
{
  "formula": "C3H2N2O",
  "method": "ωB97M-V with the def2-TZVPD basis set",
  "max_force_ev_per_a": 3.31,
  "gap_ev": 10.598,
  "e_homo_ev": -11.66,
  "total_energy_ha": -300.1679,
  "symbols": ["C", "C", "C", "N", "N", "O", "H", "H"],
  "coordinates": [[1.152, -0.559, -0.077], [-2.415, 0.718, 0.381], [1.692, 0.729, -0.032], [0.731, -1.600, -0.286], [-2.524, -0.386, 0.044], [2.709, 1.132, -0.545], [1.052, 1.343, 0.475], [-2.397, -1.377, 0.039]],
  "mulliken_charge": [0.2618, -0.1626, 0.1069, -0.2982, -0.1450, -0.3941, 0.3231, 0.3082]
}

=====

No. 4
{
  "formula": "C3H2N2O2",
  "method": "ωB97M-V with the def2-TZVPD basis set",
  "max_force_ev_per_a": 4.03,
  "gap_ev": [8.897, 8.694],
  "e_homo_ev": [-10.86, -10.60],
  "total_energy_ha": -375.2417,
  "symbols": ["C", "C", "C", "N", "N", "O", "O", "H", "H"],
  "coordinates": [[1.531, -0.753, 1.065], [0.013, -0.014, -0.459], [0.300, -0.951, 0.463], [2.526, -0.346, 1.428], [-1.141, 0.005, -1.286], [-1.447, 1.891, -0.216], [-1.861, 1.032, -1.075], [0.542, 0.979, -0.609], [-0.463, -1.844, 0.690]],
  "mulliken_charge": [0.3901, 0.1416, -0.4128, -0.3613, -0.2668, -0.3639, 0.2446, 0.3542, 0.2744]
}

=====

No. 5
{
  "formula": "C3H2N2O2",
  "method": "ωB97M-V with the def2-TZVPD basis set",
  "max_force_ev_per_a": 1.17,
  "gap_ev": 9.162,
  "e_homo_ev": -10.01,
  "total_energy_ha": -375.3913,
  "symbols": ["N", "C", "O", "C", "O", "C", "N", "H", "H"],
  "coordinates": [[1.798, 1.060, -1.059], [0.744, 0.596, -0.525], [-0.526, 0.706, -0.643], [-1.359, -0.839, 0.670], [-1.779, -1.741, 0.094], [0.845, -0.399, 0.610], [0.360, -1.116, 1.405], [1.531, 1.700, -1.808], [-1.612, 0.033, 1.255]],
  "mulliken_charge": [-0.6672, 0.6010, -0.6486, 0.3967, -0.2693, 0.3434, -0.4055, 0.2710, 0.3786]
}

=====

No. 6
{
  "formula": "C3H2N2O2",
  "method": "ωB97M-V with the def2-TZVPD basis set",
  "max_force_ev_per_a": 5.92,
  "gap_ev": 9.198,
  "e_homo_ev": -10.30,
  "total_energy_ha": -375.3587,
  "smiles": "O=c1cnocn1",
  "symbols": ["C", "C", "C", "H", "H", "N", "N", "O", "O"],
  "coordinates": [[-0.556, -0.956, 0.522], [0.954, -0.875, 0.085], [-0.684, 1.267, -0.369], [1.822, -1.740, 0.062], [-1.063, 2.092, -1.043], [1.356, 0.241, -0.350], [-1.338, 0.229, -0.016], [-1.156, -1.876, 1.159], [0.665, 1.619, -0.051]],
  "mulliken_charge": [0.4217, 0.0985, 0.1875, 0.3345, 0.3424, -0.3084, -0.3613, -0.4979, -0.2169]
}

=====

No. 7
{
  "formula": "C3H2N2O2",
  "method": "ωB97M-V with the def2-TZVPD basis set",
  "max_force_ev_per_a": 1.15,
  "gap_ev": 10.821,
  "e_homo_ev": -10.54,
  "total_energy_ha": -375.4153,
  "symbols": ["N", "C", "O", "C", "O", "C", "N", "H", "H"],
  "coordinates": [[-1.315, -0.449, 0.123], [-0.069, -0.042, 0.472], [0.836, -0.771, -0.179], [2.068, -0.088, -0.110], [2.971, -0.369, -0.820], [-2.168, 0.608, 0.199], [-2.749, 1.609, 0.198], [-1.509, -1.179, -0.565], [1.993, 0.725, 0.626]],
  "mulliken_charge": [-0.0076, -0.3909, -0.2216, 0.2617, -0.3970, 0.4187, -0.3502, 0.2928, 0.3942]
}

=====

No. 8
{
  "formula": "C3H2N2O2",
  "method": "ωB97M-V with the def2-TZVPD basis set",
  "max_force_ev_per_a": 1.90,
  "gap_ev": [8.102, 8.102],
  "e_homo_ev": [-9.35, -9.35],
  "total_energy_ha": -375.3558,
  "symbols": ["N", "C", "O", "C", "O", "C", "N", "H", "H"],
  "coordinates": [[-1.976, -1.205, -0.023], [-1.277, -0.232, 0.082], [0.726, -0.770, 0.341], [1.586, 0.106, -0.037], [1.371, 1.274, -0.398], [-1.151, 1.139, 0.166], [-0.362, 2.021, 0.079], [-1.584, -2.133, -0.152], [2.658, -0.172, -0.079]],
  "mulliken_charge": [-0.4168, 0.7435, -0.6017, 0.2115, -0.5151, 0.0235, -0.1776, 0.3387, 0.3938]
}

=====

No. 9
{
  "formula": "C3H2N2O2",
  "method": "ωB97M-V with the def2-TZVPD basis set",
  "max_force_ev_per_a": 2.25,
  "gap_ev": 9.911,
  "e_homo_ev": -10.61,
  "total_energy_ha": -375.4171,
  "smiles": "[H]/N=C(/C#N)OC=O",
  "symbols": ["N", "C", "O", "C", "O", "C", "N", "H", "H"],
  "coordinates": [[-1.950, -1.119, -0.087], [-0.976, -0.375, 0.124], [0.695, -0.669, 0.496], [1.644, 0.143, -0.099], [1.425, 1.109, -0.773], [-0.981, 1.044, 0.216], [-0.709, 2.160, 0.315], [-1.856, -2.124, -0.225], [2.709, -0.169, 0.033]],
  "mulliken_charge": [-0.4549, 0.4608, -0.3963, 0.1894, -0.4428, 0.2908, -0.3105, 0.2997, 0.3638]
}

=====

No. 10
{
  "formula": "C3H2N2O3",
  "method": "ωB97M-V with the def2-TZVPD basis set",
  "max_force_ev_per_a": 6.41,
  "gap_ev": 9.090,
  "e_homo_ev": -10.74,
  "total_energy_ha": -450.5783,
  "smiles": "O=c1cnonc1O",
  "symbols": ["C", "C", "C", "H", "H", "N", "N", "O", "O", "O"],
  "coordinates": [[0.383, -0.823, -0.037], [-0.813, 1.085, 0.188], [0.450, 0.578, 0.073], [2.125, -0.568, -0.319], [-0.990, 2.083, 0.007], [-0.601, -1.596, -0.057], [-1.984, 0.404, 0.087], [1.663, -1.390, 0.220], [-1.813, -0.900, -0.052], [1.581, 1.127, -0.110]],
  "mulliken_charge": [0.2619, -0.4418, 0.9308, 0.4241, 0.4492, -0.2677, -0.1404, -0.4878, -0.0689, -0.6594]
}

=====

No. 11
{
  "formula": "C3H2N2O3",
  "method": "ωB97M-V with the def2-TZVPD basis set",
  "max_force_ev_per_a": 7.38,
  "gap_ev": 8.679,
  "e_homo_ev": -10.32,
  "total_energy_ha": -450.5452,
  "symbols": ["C", "C", "C", "H", "H", "N", "N", "O", "O", "O"],
  "coordinates": [[-0.744, 0.738, 0.182], [1.280, -0.482, 0.065], [0.069, -0.036, -0.719], [-1.366, 0.381, -1.560], [2.058, -0.980, -0.430], [-0.912, 0.501, 1.470], [1.360, -0.663, 1.400], [-1.759, 1.127, -0.632], [0.135, -0.206, 2.094], [-0.120, -0.382, -1.870]],
  "mulliken_charge": [0.3203, -0.3114, 0.6683, 0.5365, 0.4300, -0.1947, -0.1814, -0.5921, -0.1144, -0.5612]
}

=====

No. 12
{
  "formula": "C3H2N2O3",
  "method": "ωB97M-V with the def2-TZVPD basis set",
  "max_force_ev_per_a": 7.18,
  "gap_ev": 10.502,
  "e_homo_ev": -11.10,
  "total_energy_ha": -450.6655,
  "smiles": "O=C(O)c1nnco1",
  "symbols": ["C", "C", "C", "H", "H", "N", "N", "O", "O", "O"],
  "coordinates": [[1.167, 0.500, 0.449], [-0.199, 0.080, 0.075], [-1.418, -1.151, -1.136], [2.232, 1.958, 1.005], [-1.449, -2.008, -1.793], [-1.376, 0.377, 0.474], [-2.312, -0.635, -0.172], [1.290, 1.729, 1.061], [2.220, -0.229, 0.300], [-0.045, -0.840, -1.068]],
  "mulliken_charge": [0.3951, 0.6002, 0.0441, 0.3543, 0.3721, -0.2929, -0.2983, -0.4233, -0.5389, -0.2123]
}

=====

No. 13
{
  "formula": "C3H2N2OS",
  "method": "ωB97M-V with the def2-TZVPD basis set",
  "max_force_ev_per_a": 3.91,
  "gap_ev": 8.645,
  "e_homo_ev": -9.73,
  "total_energy_ha": -698.3687,
  "symbols": ["C", "C", "C", "N", "N", "O", "S", "H", "H"],
  "coordinates": [[0.949, -0.944, -0.156], [-0.346, -0.913, 0.220], [1.489, 0.354, -0.632], [1.754, 1.431, -0.878], [-1.024, 0.194, 0.488], [-2.228, 2.265, 0.740], [-1.683, 1.354, -0.185], [1.596, -1.819, -0.196], [-0.506, -1.922, 0.599]],
  "mulliken_charge": [-0.4164, 0.0380, 0.2254, -0.3874, -0.2073, -0.4047, 0.4995, 0.3506, 0.3023]
}

=====

No. 14
{
  "formula": "C3H2N2OS",
  "method": "ωB97M-V with the def2-TZVPD basis set",
  "max_force_ev_per_a": 4.84,
  "gap_ev": 8.266,
  "e_homo_ev": -9.21,
  "total_energy_ha": -698.3495,
  "smiles": "S=c1cnocn1",
  "symbols": ["C", "C", "C", "H", "H", "N", "N", "O", "S"],
  "coordinates": [[1.101, -0.039, 0.024], [0.307, 1.192, 0.163], [-0.981, -1.115, -0.010], [0.861, 2.057, 0.297], [-1.570, -1.936, -0.025], [-0.972, 1.192, -0.131], [0.321, -1.249, 0.110], [-1.710, -0.023, -0.260], [2.644, -0.080, -0.168]],
  "mulliken_charge": [0.3387, -0.1369, 0.0466, 0.4331, 0.4918, -0.3004, -0.4050, -0.1739, -0.2940]
}

=====

No. 15
{
  "formula": "C3H2N2OS",
  "method": "ωB97M-V with the def2-TZVPD basis set",
  "max_force_ev_per_a": 3.54,
  "gap_ev": [7.053, 7.743],
  "e_homo_ev": [-8.29, -9.10],
  "total_energy_ha": -698.2665,
  "symbols": ["C", "C", "C", "N", "N", "O", "S", "H", "H"],
  "coordinates": [[0.290, -1.017, -0.315], [-1.566, 0.719, -0.421], [0.995, 0.055, 0.413], [-0.620, 1.449, -0.300], [0.654, 1.379, 0.057], [-2.660, 0.429, -0.639], [0.185, -2.607, -0.297], [0.696, -0.399, 1.287], [2.026, -0.007, 0.214]],
  "mulliken_charge": [-0.1360, 0.6324, -0.2016, 0.0833, -0.5603, -0.3665, -0.1679, 0.3242, 0.3924]
}

=====

No. 16
{
  "formula": "C3H2N2OS",
  "method": "ωB97M-V with the def2-TZVPD basis set",
  "max_force_ev_per_a": 1.44,
  "gap_ev": 8.629,
  "e_homo_ev": -9.71,
  "total_energy_ha": -698.3490,
  "smiles": "C=NOC(=S)C#N",
  "symbols": ["C", "C", "C", "H", "H", "N", "N", "O", "S"],
  "coordinates": [[1.892, -0.568, -0.012], [-1.453, -0.104, 0.024], [-1.405, 1.342, 0.020], [2.837, 0.005, 0.003], [1.878, -1.660, -0.006], [0.835, 0.151, -0.012], [-1.454, 2.493, -0.017], [-0.271, -0.724, 0.012], [-2.859, -0.935, -0.012]],
  "mulliken_charge": [-0.2452, 0.3065, 0.2976, 0.2821, 0.3011, -0.3535, -0.3079, -0.0837, -0.1970]
}

=====

No. 17
{
  "formula": "C3H2N2OS2",
  "method": "ωB97M-V with the def2-TZVPD basis set",
  "max_force_ev_per_a": 3.96,
  "gap_ev": 7.576,
  "e_homo_ev": -9.02,
  "total_energy_ha": -1096.5644,
  "smiles": "O=C1N=NS/C1=C\\S",
  "symbols": ["C", "C", "C", "H", "H", "N", "N", "O", "S", "S"],
  "coordinates": [[1.134, 0.681, 0.137], [-0.054, 0.007, -0.001], [-1.311, 0.697, -0.046], [2.489, -1.376, -0.413], [1.037, 1.722, 0.428], [-1.958, -1.487, -0.026], [-2.313, -0.297, -0.044], [-1.585, 1.836, -0.039], [2.697, -0.076, -0.050], [-0.137, -1.706, 0.054]],
  "mulliken_charge": [-0.0857, 0.3209, 0.2809, 0.1268, 0.3525, -0.1290, -0.1745, -0.4700, -0.1788, -0.0431]
}

=====

No. 18
{
  "formula": "C3H2N3O",
  "method": "ωB97M-V with the def2-TZVPD basis set",
  "max_force_ev_per_a": 7.12,
  "gap_ev": [7.289, 7.317],
  "e_homo_ev": [-14.66, -14.67],
  "total_energy_ha": -354.4789,
  "total_charge": 1,
  "symbols": ["C", "C", "C", "N", "N", "N", "O", "H", "H"],
  "coordinates": [[-1.266, 0.784, -0.011], [-1.124, -0.662, -0.019], [1.070, -0.278, -0.106], [3.390, 0.096, 0.135], [-0.269, 1.515, -0.056], [2.306, -0.181, 0.035], [0.089, -1.080, -0.051], [-2.274, 1.191, 0.055], [-1.923, -1.386, 0.018]],
  "mulliken_charge": [0.1062, -0.0371, 0.3379, -0.4313, -0.3281, 0.7370, -0.2344, 0.4006, 0.4491]
}

=====

No. 19
{
  "formula": "C3H2N3OS",
  "method": "ωB97M-V with the def2-TZVPD basis set",
  "max_force_ev_per_a": 3.59,
  "gap_ev": 6.132,
  "e_homo_ev": -3.01,
  "total_energy_ha": -753.2013,
  "total_charge": -1,
  "symbols": ["C", "C", "C", "N", "N", "N", "O", "S", "H", "H"],
  "coordinates": [[0.795, 1.838, 0.484], [-0.934, 0.652, 0.138], [-0.644, -2.603, -0.109], [-0.432, 1.733, 0.864], [1.146, 1.155, -0.561], [0.024, 0.378, -0.756], [-0.848, -2.838, -1.238], [-0.677, -2.351, 1.432], [1.541, 2.468, 1.025], [0.027, -0.432, -1.279]],
  "mulliken_charge": [0.1447, -0.5244, 0.5781, -0.5850, -0.8380, 0.2819, -0.3839, -0.2392, 0.3713, 0.1944]
}

=====

No. 20
{
  "formula": "C3H2N3S",
  "method": "ωB97M-V with the def2-TZVPD basis set",
  "max_force_ev_per_a": 5.70,
  "gap_ev": 8.426,
  "e_homo_ev": -15.29,
  "total_energy_ha": -677.6044,
  "smiles": "N#[N+]c1nccs1",
  "total_charge": 1,
  "symbols": ["C", "C", "C", "N", "N", "N", "S", "H", "H"],
  "coordinates": [[1.263, 0.512, 0.050], [1.271, -0.846, -0.033], [-0.930, 0.054, -0.064], [-3.317, 0.520, -0.001], [0.113, 1.134, 0.005], [-2.230, 0.264, 0.019], [-0.264, -1.497, 0.025], [1.997, 1.287, 0.146], [2.097, -1.429, -0.148]],
  "mulliken_charge": [-0.2852, -0.1812, 0.4031, -0.2763, -0.3311, 0.6501, 0.0801, 0.4588, 0.4817]
}